(1)
3 unconnected molecules or ions with the total composition C13H24N3O8 at a distorted geometry. Source: the OMol25 dataset; level of theory: ωB97M-V with the def2-TZVPD basis set.

Each line ends with the natural charge from an NBO analysis.
Geometry (Å):
N: -0.74694 0.53844 -0.31436  -0.77
C: -0.13157 1.05254 0.81630  0.44
C: 0.53450 2.28639 0.88532  -0.24
C: 1.11828 2.64289 2.06426  0.06
C: 1.88762 3.93050 2.21163  -0.13
O: 3.06282 3.72415 2.97130  -0.24
O: 3.75549 2.59101 2.48020  -0.43
C: 0.99371 1.75369 3.16086  0.04
N: 0.36911 0.61741 3.10200  -0.12
N: -0.15907 0.31129 1.91940  -0.28
H: -0.19997 -0.28641 -0.57252  0.41
H: -0.61035 1.18815 -1.08237  0.40
H: 0.57604 2.92232 0.01404  0.25
H: 1.31990 4.69887 2.72730  0.25
H: 2.18176 4.26462 1.21182  0.19
H: 3.94674 2.75518 1.54136  0.46
H: 1.46005 2.03334 4.09331  0.25
H: -0.63552 -0.58457 1.86882  0.44
C: 4.20006 -0.05687 -5.52276  -0.64
C: 3.62600 0.76124 -4.38770  -0.07
O: 2.87937 -0.05573 -3.46236  -0.51
C: 3.61482 -0.77607 -2.61832  0.98
O: 4.81121 -0.78239 -2.53500  -0.63
O: 2.77925 -1.50115 -1.86100  -0.52
C: 3.44154 -2.39638 -0.95716  -0.26
H: 3.41226 -0.62400 -6.01956  0.22
H: 4.67883 0.59483 -6.25244  0.23
H: 4.94061 -0.76803 -5.16021  0.23
H: 2.91171 1.48653 -4.77284  0.19
H: 4.40211 1.31012 -3.85471  0.19
H: 4.16922 -1.86806 -0.34518  0.20
H: 3.92778 -3.19673 -1.51032  0.20
H: 2.67135 -2.82100 -0.31857  0.19
C: -3.67511 -1.66447 -0.55950  -0.64
C: -3.98800 -0.54787 0.41639  -0.06
O: -5.28569 -0.69362 0.98997  -0.49
C: -5.36602 -1.61223 1.95870  0.98
O: -4.44546 -2.26539 2.38100  -0.66
O: -6.62196 -1.66531 2.37608  -0.48
C: -6.87899 -2.66217 3.37354  -0.26
H: -4.45486 -1.73319 -1.31764  0.23
H: -2.71958 -1.48512 -1.05348  0.20
H: -3.62521 -2.62668 -0.05183  0.23
H: -4.00232 0.40707 -0.10707  0.19
H: -3.23761 -0.47968 1.20740  0.16
H: -6.19899 -2.55583 4.21514  0.20
H: -6.79028 -3.65653 2.94026  0.19
H: -7.89864 -2.50511 3.71049  0.20

Atomic forces in eV per Å
N 1.4 0.1 0.2
C 0.0 0.2 -0.1
C -0.3 0.1 0.2
C -0.4 0.0 -0.1
C 0.7 -0.7 -0.4
O -0.1 0.5 0.3
O -0.2 -0.6 -0.1
C 0.2 0.3 0.1
N 0.1 0.0 -0.1
N -0.2 -0.1 -0.2
H -0.6 -0.3 -0.2
H -0.3 0.0 -0.1
H 0.0 0.0 -0.1
H -0.1 0.1 0.1
H -0.2 0.3 -0.1
H 0.2 0.4 0.1
H -0.1 -0.2 0.2
H -0.1 0.0 0.3
C 0.0 -0.3 0.1
C 0.2 0.2 -0.4
O -0.1 0.1 0.1
C -0.1 0.0 -0.1
O 0.0 0.0 0.1
O -0.1 0.0 0.2
C 0.0 -0.1 0.1
H 0.0 0.1 -0.1
H 0.0 0.0 0.0
H 0.1 0.1 0.0
H -0.1 -0.1 0.1
H 0.0 -0.1 0.1
H 0.1 0.0 -0.1
H 0.1 0.0 0.0
H -0.1 0.0 -0.1
C -0.1 -0.2 0.1
C 0.3 0.1 -0.4
O 0.0 0.1 0.1
C -0.1 0.0 0.1
O 0.1 0.0 0.0
O 0.0 0.0 0.0
C -0.1 -0.1 0.2
H 0.0 0.1 -0.1
H 0.0 0.0 0.0
H 0.0 0.0 0.0
H -0.2 0.0 0.1
H -0.1 -0.1 0.1
H 0.1 0.0 -0.1
H 0.1 0.0 0.0
H 0.0 0.1 -0.1

Summary:
**HOMO**: -0.47975 Ha
**Total charge**: +1
**Gap between HOMO and LUMO**: 8.2 eV

=====

(2)
A molecular structure, C13H24N4O4S4Zr. Source: the OMol25 dataset; level of theory: ωB97M-V with the def2-TZVPD basis set.

Each line ends with the natural charge from an NBO analysis.
Geometry (Å):
Zr: -1.07058 1.46481 -0.56746  1.81
N: -0.20982 1.52468 1.69179  -0.86
C: 0.73875 0.38806 1.77465  -0.17
C: 1.90793 0.70465 2.71911  -0.40
C: 3.04402 -0.31080 2.84454  -0.42
C: 2.67035 -1.68486 3.40264  -0.23
N: 2.27528 -2.58784 2.31833  -0.59
C: 2.22039 -3.90470 2.42230  0.68
N: 2.01767 -4.64556 1.32732  -0.76
N: 2.35908 -4.50216 3.60410  -0.76
C: 1.22557 0.09487 0.34739  0.79
O: 1.76841 -0.94678 0.05251  -0.61
O: 0.97958 1.07144 -0.49834  -0.81
H: 0.29315 2.38985 1.86114  0.41
H: -0.94152 1.46457 2.38852  0.42
H: 0.18474 -0.48766 2.10857  0.23
H: 1.47956 0.89068 3.70870  0.23
H: 2.34330 1.65541 2.39391  0.23
H: 3.77970 0.13158 3.51558  0.25
H: 3.56058 -0.44251 1.89196  0.23
H: 1.86249 -1.59517 4.13651  0.20
H: 3.53895 -2.10840 3.90986  0.22
H: 2.10275 -2.15806 1.40918  0.45
H: 2.07957 -4.23133 0.41261  0.43
H: 1.93077 -5.64526 1.38298  0.43
H: 2.41793 -3.97026 4.45457  0.43
H: 2.41085 -5.50373 3.68085  0.43
O: -6.19795 0.72431 -3.29967  -0.47
C: -5.36901 0.84059 -2.46034  0.21
S: -4.90623 2.39716 -1.71741  0.40
C: -3.71333 1.75573 -0.60966  -0.44
C: -3.49119 0.40501 -0.65295  -0.47
S: -2.24891 -0.47668 0.22209  -0.05
S: -4.46067 -0.53928 -1.76676  0.37
S: -2.82469 2.93374 0.34159  -0.06
C: -0.56692 3.89579 -2.41974  -0.66
C: -0.89522 2.83895 -3.43471  -0.06
O: -1.39437 1.62924 -2.76797  -0.65
C: -1.61511 0.51726 -3.73446  -0.05
C: -0.71349 -0.63994 -3.39853  -0.65
H: -0.11007 4.74838 -2.92129  0.29
H: 0.20799 3.57716 -1.70323  0.21
H: -1.44284 4.26031 -1.89212  0.25
H: -0.01693 2.53773 -3.99974  0.21
H: -1.68048 3.16695 -4.10992  0.22
H: -1.39389 0.93559 -4.71117  0.21
H: -2.66745 0.26802 -3.67481  0.22
H: 0.33110 -0.33161 -3.37287  0.23
H: -0.82221 -1.40796 -4.16445  0.26
H: -0.97763 -1.09202 -2.44570  0.22

Atomic forces in eV per Å
Zr -0.7 0.1 0.1
N 0.0 -0.1 -0.5
C 0.3 0.1 -0.1
C -0.1 0.1 0.1
C 0.0 0.0 0.0
C 0.0 0.0 0.0
N 0.0 0.1 0.1
C 0.0 -0.1 -0.1
N 0.0 0.0 0.1
N 0.0 0.0 0.0
C 0.2 0.1 0.2
O 0.1 -0.1 0.1
O -0.7 -0.1 -0.4
H 0.0 0.2 0.1
H -0.1 0.0 0.1
H 0.0 -0.1 0.1
H 0.0 0.0 0.0
H 0.0 0.0 0.0
H 0.0 0.0 0.0
H 0.0 0.0 0.0
H 0.0 0.0 0.0
H 0.0 0.0 0.0
H 0.0 0.0 -0.1
H 0.0 0.0 0.0
H 0.0 0.0 0.0
H 0.0 0.0 0.0
H 0.0 0.0 0.0
O 0.1 0.0 0.0
C -0.2 0.0 0.1
S 0.1 0.1 0.0
C 0.1 0.2 0.0
C 0.1 0.0 -0.1
S 0.1 0.0 0.0
S 0.1 0.0 0.0
S 0.2 -0.3 -0.1
C 0.2 0.1 0.1
C 0.0 -0.2 0.0
O 0.4 0.0 0.2
C 0.2 0.2 0.3
C 0.0 0.0 -0.1
H 0.0 0.0 -0.1
H 0.0 -0.1 0.0
H -0.1 0.0 0.0
H 0.1 0.0 -0.1
H 0.0 0.1 -0.1
H 0.0 0.0 -0.1
H -0.1 0.0 0.0
H 0.1 0.0 0.0
H 0.0 0.0 0.0
H -0.1 -0.1 0.1

Summary:
**HOMO**: -0.51451 Ha
**Total charge**: +2
**Gap between HOMO and LUMO**: 7.6 eV
**Energy above the lowest of the compared OMol25 structures with the same formula, charge and spin**: 0.0 kcal per mole